A.
The following is a DFT calculation (ωB97M-V/def2-TZVPD) of a cluster of 2 separate species, C3H12N2O in total.

The total charge is 0. As for the SMILES: CCO.NCN. For the HOMO energy, the calculation gives -9.19 eV. The HOMO-LUMO gap is 0.370 Ha.

Atoms and positions in Å:
1 C 2.35060 0.46978 1.12140
2 C 2.04347 0.33842 -0.37940
3 O 2.88630 -0.70936 -0.90726
4 H 3.39790 0.65824 1.28116
5 H 1.75270 1.25390 1.53253
6 H 2.05931 -0.49948 1.60474
7 H 2.29708 1.29925 -0.81687
8 H 1.00776 0.06778 -0.51909
9 H 2.69881 -0.75653 -1.83134
10 N -1.75151 -0.67812 -1.17113
11 C -1.72560 -0.02641 0.12426
12 N -2.99293 0.14081 0.83980
13 H -2.10345 -1.63970 -1.09808
14 H -2.39390 -0.16265 -1.81880
15 H -1.11013 -0.64599 0.77761
16 H -1.28101 0.94456 0.03337
17 H -3.62869 0.71577 0.25489
18 H -3.50670 -0.77026 0.97222

---

B.
The following is a DFT calculation (ωB97M-V/def2-TZVPD) of a cluster of 2 separate species, C3H12N2O in total.

The total charge is 0. As for the SMILES: CNCCN.O. For the HOMO energy, the calculation gives -9.04 eV. The HOMO-LUMO gap is 0.368 Ha.

Atoms and positions in Å:
1 C -1.95363 -1.29271 -0.11034
2 N -0.65696 -0.77156 -0.44971
3 C 0.28025 -0.61212 0.65128
4 C 1.53890 0.15795 0.24984
5 N 2.05009 0.94859 1.35493
6 H -2.05375 -2.20347 0.48886
7 H -2.51237 -0.52963 0.41241
8 H -2.52716 -1.41800 -1.02886
9 H -0.22151 -1.26342 -1.21852
10 H 0.51865 -1.59126 1.10949
11 H -0.18693 -0.08549 1.48858
12 H 1.27878 0.72977 -0.64331
13 H 2.30232 -0.53694 -0.09050
14 H 1.66597 1.88447 1.33347
15 H 3.05421 1.02406 1.31512
16 O -0.55740 1.93091 -1.85821
17 H -0.84747 1.06420 -1.52626
18 H -1.17200 2.56466 -1.47826

---

C.
The following is a DFT calculation (ωB97M-V/def2-TZVPD) of a cluster of 2 separate species, C3H12N2O in total.

The total charge is 0. As for the SMILES: NCCCN.O. For the HOMO energy, the calculation gives -9.48 eV. The HOMO-LUMO gap is 0.381 Ha.

Atoms and positions in Å:
1 N -0.30302 -1.71809 -1.22040
2 C -1.00131 -0.62450 -0.52592
3 C -0.07377 0.60567 -0.38415
4 C -0.28563 1.31190 0.95560
5 N 0.29228 2.67899 1.02720
6 H -0.40127 -1.57452 -2.22095
7 H -0.79575 -2.59122 -1.07303
8 H -1.24745 -0.95548 0.48276
9 H -1.93593 -0.32965 -1.00964
10 H 0.94921 0.24236 -0.33892
11 H -0.19876 1.32298 -1.18924
12 H 0.22809 0.82188 1.78732
13 H -1.33600 1.35506 1.24854
14 H 1.22949 2.68843 0.62645
15 H -0.22270 3.26936 0.38444
16 O 1.73137 -2.52736 0.58124
17 H 1.23048 -2.16715 -0.16617
18 H 2.14067 -1.80866 1.03487

---

C is favored, and the nearest alternative lies 4.9 kcal/mol above it.

---

A.
The following is a DFT calculation (ωB97M-V/def2-TZVPD) of a cluster of 2 separate species, C3H12N2O in total.

The total charge is 0. As for the SMILES: C[C@@H](N)CN.O. For the HOMO energy, the calculation gives -8.98 eV. The HOMO-LUMO gap is 0.358 Ha.

Atoms and positions in Å:
1 C -0.21771 -0.16391 -1.52878
2 C 0.76652 -0.03664 -0.33756
3 N 0.10102 0.52543 0.89047
4 C 1.52380 -1.31855 -0.07029
5 N 2.51184 -1.09211 1.03431
6 H 0.31833 0.00207 -2.45681
7 H -1.04817 0.53525 -1.43979
8 H -0.62827 -1.17793 -1.54945
9 H 1.45215 0.76362 -0.63013
10 H -0.29558 -0.23102 1.43152
11 H -0.54080 1.22800 0.55748
12 H 0.85650 -2.07895 0.37148
13 H 2.04575 -1.81854 -0.90980
14 H 3.42441 -0.94424 0.62366
15 H 2.23055 -0.25170 1.52701
16 O -3.84734 1.93680 1.04577
17 H -4.06024 2.75659 0.58189
18 H -4.59275 1.36582 0.85900

---

B.
The following is a DFT calculation (ωB97M-V/def2-TZVPD) of a cluster of 3 separate species, C3H12N2O in total.

The total charge is 0. For the HOMO energy, the calculation gives -8.11 eV. The HOMO-LUMO gap is 0.167 Ha.

Atoms and positions in Å:
1 N 0.67535 -0.40663 -2.28123
2 C -0.20742 -0.86777 0.09381
3 C -1.15783 -2.02755 0.22189
4 C -0.92229 0.51102 0.08487
5 N -0.03984 1.59587 -0.08767
6 H 1.68121 -0.53211 -2.15335
7 H 0.57021 -0.89528 0.86200
8 H 0.29681 -0.75470 -0.99350
9 H -1.97104 -1.87586 -0.48613
10 H -0.63813 -2.95505 -0.00108
11 H -1.59638 -2.06604 1.21298
12 H -1.42087 0.64681 1.04203
13 H -1.70722 0.48756 -0.68033
14 H 0.42815 1.53063 -0.99738
15 H 0.65457 1.51507 0.76417
16 H 0.50074 0.41308 -2.87014
17 H 2.19255 1.24624 2.03814
18 O 1.24741 1.07939 1.96003

---

C.
The following is a DFT calculation (ωB97M-V/def2-TZVPD) of a cluster of 2 separate species, C3H12N2O in total.

The total charge is 0. As for the SMILES: CNCCN.O. For the HOMO energy, the calculation gives -8.37 eV. The HOMO-LUMO gap is 0.332 Ha.

Atoms and positions in Å:
1 C -0.36590 3.03968 -2.55531
2 N -0.34951 1.91927 -1.61169
3 C 0.77093 0.97751 -1.03662
4 C 0.25538 -0.36561 -0.28582
5 N -0.65762 -1.24991 -1.20656
6 H -0.26224 3.95903 -1.95271
7 H -1.34812 3.02598 -2.93409
8 H 0.52159 3.13884 -3.13532
9 H -0.89726 2.03864 -0.83183
10 H 1.07958 0.49495 -1.95166
11 H 1.55285 1.56834 -0.57943
12 H 1.08805 -0.94089 0.15584
13 H -0.36412 0.00339 0.62261
14 H -1.20433 -0.67055 -1.87693
15 H -1.42162 -1.59803 -0.75678
16 O 0.44052 -3.88673 5.66761
17 H 0.87423 -3.40842 4.97162
18 H -0.05537 -3.11245 5.92203

---

D.
The following is a DFT calculation (ωB97M-V/def2-TZVPD) of a cluster of 3 separate species, C3H12N2O in total.

The total charge is 0. As for the SMILES: C=C.NCO.N. For the HOMO energy, the calculation gives -9.48 eV. The HOMO-LUMO gap is 0.382 Ha.

Atoms and positions in Å:
1 C -3.17176 -0.76584 0.03441
2 C -2.84740 -0.40599 1.36054
3 H -2.36718 -0.72728 -0.72419
4 H -4.02683 -1.36214 -0.24190
5 H -1.93390 0.18837 1.61440
6 H -3.57242 -0.79844 2.16761
7 N 2.73980 -0.53770 -0.51958
8 C 1.50534 -1.19708 -0.18538
9 O 0.25729 -0.46302 0.05536
10 H 2.87888 -0.29261 -1.52395
11 H 3.09973 0.14515 0.12360
12 H 1.17049 -1.77854 -1.02817
13 H 1.56446 -1.66098 0.82486
14 H 0.47744 -0.01703 0.92528
15 N 0.93402 2.77268 -0.52853
16 H 0.44818 1.87831 -0.79253
17 H 1.13658 3.18240 -1.50776
18 H 0.43245 3.51543 -0.20077

---

A is favored, and the nearest alternative lies 44.8 kcal/mol above it.

---

A.
The following is a DFT calculation (ωB97M-V/def2-TZVPD) of a cluster of 3 separate species, C3H12N2O in total.

The total charge is 0. As for the SMILES: C=CN.CN.O. For the HOMO energy, the calculation gives -8.25 eV. The HOMO-LUMO gap is 0.338 Ha.

Atoms and positions in Å:
1 C -1.79731 1.03064 -0.60547
2 C -0.79505 1.82316 -0.23281
3 N -0.40914 2.07654 1.06428
4 H -2.38439 0.48677 0.11752
5 H -2.10986 0.96333 -1.63135
6 H -0.22942 2.37422 -0.97133
7 H -0.80515 1.44287 1.74467
8 H 0.59359 2.18363 1.17352
9 C 0.17862 -2.31378 0.41389
10 N 0.47401 -1.35279 -0.63965
11 H -0.68813 -2.95276 0.20424
12 H 1.04993 -2.95069 0.56314
13 H -0.01070 -1.76653 1.33625
14 H -0.32581 -0.73511 -0.78603
15 H 0.65610 -1.83503 -1.51371
16 O 2.12231 0.77851 0.18801
17 H 1.58089 0.00147 -0.05103
18 H 2.89952 0.74554 -0.37413

---

B.
The following is a DFT calculation (ωB97M-V/def2-TZVPD) of a cluster of 2 separate species, C3H12N2O in total.

The total charge is 0. As for the SMILES: NCCCN.O. For the HOMO energy, the calculation gives -9.08 eV. The HOMO-LUMO gap is 0.364 Ha.

Atoms and positions in Å:
1 N -0.85702 -3.22810 0.97266
2 C -0.48801 -2.25331 -0.09085
3 C 0.30715 -1.06257 0.48357
4 C -0.40771 0.28711 0.38514
5 N 0.36142 1.45469 0.03398
6 H -0.68163 -4.15376 0.59528
7 H -1.86479 -3.19107 1.07346
8 H 0.00453 -2.78870 -0.87981
9 H -1.40728 -1.82880 -0.51582
10 H 1.27085 -0.98545 -0.03973
11 H 0.59052 -1.36879 1.47274
12 H -1.18723 0.19100 -0.36268
13 H -0.89343 0.52303 1.33549
14 H 0.71358 1.54070 -0.90539
15 H 1.08819 1.69973 0.68679
16 O 1.00792 5.40509 -1.55081
17 H 1.79804 5.23834 -1.02744
18 H 0.64487 4.52086 -1.66658

---

A is favored, and the nearest alternative lies 4.4 kcal/mol above it.

---

A.
The following is a DFT calculation (ωB97M-V/def2-TZVPD) of a cluster of 22 separate species, H44O22 in total.

The total charge is 0. For the HOMO energy, the calculation gives -10.29 eV. The HOMO-LUMO gap is 0.381 Ha.

Atoms and positions in Å:
1 O -3.28438 2.70057 -6.52130
2 H -2.82357 2.34127 -5.75377
3 H -2.93677 2.39297 -7.34824
4 O -0.28012 -2.85113 1.45060
5 H -0.11125 -2.89625 2.44776
6 H 0.50359 -3.25769 1.02525
7 O -0.44138 0.02792 5.11636
8 H 0.17662 0.80824 5.02385
9 H -1.03696 0.19127 4.39075
10 O -2.43211 -4.09196 0.33150
11 H -2.92707 -4.62370 0.95174
12 H -1.66278 -3.80408 0.84276
13 O 2.13258 -0.87929 2.80005
14 H 1.31413 -1.35420 2.85284
15 H 1.79707 -0.00122 2.80103
16 O 0.29828 3.55331 -3.33197
17 H -0.36784 2.95710 -3.76026
18 H 0.51311 4.17641 -4.06149
19 O -1.57179 -0.20298 2.60288
20 H -0.90076 0.37263 2.16396
21 H -1.41098 -1.08161 2.22006
22 O 2.64265 3.75636 3.14125
23 H 3.32481 4.36549 3.44457
24 H 2.65293 3.53447 2.17196
25 O -2.48769 1.27694 -1.31175
26 H -3.34658 1.78017 -1.18356
27 H -2.91781 0.38346 -1.39748
28 O -3.83366 -1.51869 -0.87954
29 H -3.86506 -2.13188 -1.63631
30 H -3.19862 -1.98786 -0.34607
31 O 3.60752 -4.21177 2.95325
32 H 4.40458 -3.86316 3.38561
33 H 2.92658 -4.10361 3.61530
34 O 1.96933 1.74055 -1.83858
35 H 1.46207 2.26381 -2.52887
36 H 2.11514 0.86196 -2.14737
37 O 2.32257 -3.59687 0.22132
38 H 2.23721 -4.48809 -0.13240
39 H 2.87045 -3.63359 1.02736
40 O -0.03585 0.99436 0.32952
41 H -0.85691 1.21674 -0.11428
42 H 0.54958 1.72743 0.07225
43 O 2.05047 3.23697 0.61220
44 H 1.36998 3.85384 0.23884
45 H 2.48739 2.95936 -0.18354
46 O -0.09739 -0.64322 -3.80852
47 H -0.04767 -1.07666 -2.97795
48 H 0.81831 -0.75686 -4.12034
49 O -2.60422 -3.13435 -3.09065
50 H -2.52357 -3.98953 -2.64319
51 H -1.72890 -3.00418 -3.48227
52 O 0.44800 -2.37157 4.18317
53 H 0.21528 -1.45756 4.47888
54 H 0.69830 -2.88134 4.96262
55 O 1.14467 -1.21948 -1.46661
56 H 0.88461 -0.73020 -0.64192
57 H 1.92727 -1.72565 -1.16956
58 O 0.07756 4.35784 -0.81688
59 H -0.36833 5.18933 -1.08398
60 H 0.10752 3.81482 -1.61322
61 O -1.51356 1.68895 -3.85494
62 H -1.06139 0.81064 -3.89730
63 H -1.83725 1.67791 -2.91073
64 O 0.81796 1.83752 3.55800
65 H 0.07381 2.27996 3.10469
66 H 1.57024 2.43968 3.53267

---

B.
The following is a DFT calculation (ωB97M-V/def2-TZVPD) of a cluster of 22 separate species, H44O22 in total.

The total charge is 0. For the HOMO energy, the calculation gives -10.73 eV. The HOMO-LUMO gap is 0.381 Ha.

Atoms and positions in Å:
1 O 27.79929 -9.29376 11.47753
2 H 27.46143 -10.15886 11.70920
3 H 28.17870 -8.95882 12.29000
4 O 21.55577 -8.55930 12.66312
5 H 21.83781 -9.47399 12.66936
6 H 20.60004 -8.60306 12.63301
7 O 22.44145 -11.04532 12.67489
8 H 22.69951 -11.75371 13.26465
9 H 21.69126 -11.39475 12.19392
10 O 25.49737 -6.13683 11.70872
11 H 24.80167 -5.71990 12.21708
12 H 25.79973 -6.85735 12.26158
13 O 24.51253 -8.64904 12.76969
14 H 23.57688 -8.71344 12.96116
15 H 24.63317 -9.17844 11.98139
16 O 22.59245 -6.02036 6.22954
17 H 23.16263 -6.00408 6.99822
18 H 22.27737 -5.12043 6.14535
19 O 20.23850 -11.88730 11.39221
20 H 19.42731 -11.39143 11.28122
21 H 19.96429 -12.70715 11.80315
22 O 22.36903 -12.00238 9.69714
23 H 22.62095 -11.08359 9.78980
24 H 21.45506 -12.03036 9.98016
25 O 23.45039 -9.10638 10.12064
26 H 23.43649 -9.22666 9.17112
27 H 23.80155 -8.22477 10.24576
28 O 23.43469 -2.75549 8.92090
29 H 23.69849 -3.59002 8.53334
30 H 22.69517 -2.46587 8.38661
31 O 26.91951 -10.64933 8.20281
32 H 25.98642 -10.79999 8.05156
33 H 27.24743 -11.48616 8.53208
34 O 26.35512 -7.46084 14.63419
35 H 25.74918 -7.88403 14.02592
36 H 25.92350 -7.52459 15.48617
37 O 24.00467 -12.51824 7.56406
38 H 23.36018 -12.25342 8.22036
39 H 23.50354 -13.02841 6.92780
40 O 26.05891 -7.36253 6.06500
41 H 26.13192 -6.41304 6.16182
42 H 26.90251 -7.70005 6.36609
43 O 23.93228 -8.47555 7.45800
44 H 24.87680 -8.37729 7.33776
45 H 23.54959 -8.11187 6.65956
46 O 20.86892 -8.73057 9.23079
47 H 21.52938 -8.60362 9.91189
48 H 21.19508 -8.22883 8.48373
49 O 24.04104 -5.45322 8.95928
50 H 23.51996 -5.92192 9.61122
51 H 24.76620 -5.07624 9.45754
52 O 23.47855 -14.19562 11.08384
53 H 24.42378 -14.04709 11.05717
54 H 23.09732 -13.36960 10.78621
55 O 18.37745 -10.09857 7.85565
56 H 18.97999 -9.53692 8.34320
57 H 17.67738 -9.51052 7.57224
58 O 20.01288 -6.79999 5.59350
59 H 20.80154 -6.81900 6.13562
60 H 20.15434 -7.48491 4.93996
61 O 19.81229 -13.15157 8.03619
62 H 20.20941 -12.31035 7.81062
63 H 18.94537 -13.12397 7.63132
64 O 22.67251 -6.14462 11.22245
65 H 22.21970 -5.56447 11.83450
66 H 22.38584 -7.02408 11.46866

---

A is favored, and the nearest alternative lies 41.5 kcal/mol above it.